# 1
Computed, not measured: 2 unconnected molecules or ions with the total composition C7H14O at a distorted geometry, with ωB97M-V with the def2-TZVPD basis set.

LUMO level in eV: 0.897
Structure (SMILES): C=C/C=C(/C)CC.O
Energy relative to the best compared isomer or geometry (same formula, charge and spin) in kcal per mole: 85.2
E in eV: -9530.0704
Frontier orbital gap in eV: 9.86

The geometry in ORCA input format:
```
! RIJCOSX wB97M-V def2-TZVPD def2/J DEFGRID3
* xyz 0 1
C 2.035 0.491 -1.977
C 0.986 -0.302 -1.707
C 0.060 0.247 -0.584
C -0.557 -0.268 0.388
C -1.577 0.522 1.219
C -0.334 -1.721 0.668
C -1.503 -2.416 1.417
H 2.753 0.168 -2.885
H 2.322 1.334 -1.605
H 0.695 -1.163 -2.174
H -0.256 1.242 -0.884
H -1.535 1.669 1.413
H -1.903 -0.086 2.012
H -2.548 0.548 0.609
H 0.450 -1.728 1.515
H 0.143 -2.186 -0.203
H -2.398 -2.589 0.856
H -1.627 -1.781 2.283
H -1.246 -3.331 1.911
O 0.988 2.933 0.028
H 1.520 3.017 0.804
H 1.074 2.108 -0.416
*
```

Atomic partial charges in e from the natural (NBO) method, atoms 1 to 8: -0.363, -0.193, -0.279, 0.042, -0.665, -0.428, -0.603, 0.187

=====

# 2
Computed, not measured: C2H6N4S in the gas phase at a distorted geometry, with ωB97M-V with the def2-TZVPD basis set.

LUMO level in eV: 0.802
Structure (SMILES): NN/C=N/C=N/S
Energy relative to the best compared isomer or geometry (same formula, charge and spin) in kcal per mole: 49.8
E in eV: -18964.8859
Frontier orbital gap in eV: 9.06

The geometry in ORCA input format:
```
! RIJCOSX wB97M-V def2-TZVPD def2/J DEFGRID3
* xyz 0 1
N -3.625 -0.796 0.082
N -2.688 0.199 -0.192
C -1.342 0.096 0.088
N -0.578 1.157 -0.011
C 0.823 0.866 0.081
N 1.339 -0.251 -0.217
S 3.021 -0.356 0.073
H -3.369 -1.598 -0.484
H -3.546 -1.097 1.071
H -3.046 1.106 -0.471
H -0.913 -0.860 0.412
H 1.391 1.780 0.334
H 3.127 -1.568 -0.673
*
```

Atomic partial charges in e from the natural (NBO) method, atoms 1 to 8: -0.629, -0.439, 0.293, -0.551, 0.237, -0.625, 0.145, 0.350

=====

# 3
Computed, not measured: C12H12O5 in the gas phase, with ωB97M-V with the def2-TZVPD basis set.

LUMO level in eV: 0.494
Structure (SMILES): O=C(O[C@@H]1CCOC1=O)c1ccc(CO)cc1
Energy relative to the best compared isomer or geometry (same formula, charge and spin) in kcal per mole: 0.0
E in eV: -22876.4795
Frontier orbital gap in eV: 9.87

The geometry in ORCA input format:
```
! RIJCOSX wB97M-V def2-TZVPD def2/J DEFGRID3
* xyz 0 1
O -1.578 -1.214 0.341
C -0.899 -0.267 0.023
O -1.439 0.928 -0.299
C -2.851 0.973 -0.323
C -3.538 0.899 1.041
C -4.790 0.062 0.749
O -4.534 -0.670 -0.442
C -3.456 -0.229 -1.086
O -3.068 -0.659 -2.129
C 0.573 -0.267 -0.041
C 1.301 0.873 -0.372
C 2.680 0.820 -0.421
C 3.351 -0.363 -0.144
C 4.853 -0.438 -0.202
O 5.410 0.834 -0.436
C 2.622 -1.503 0.186
C 1.245 -1.457 0.238
H -3.094 1.891 -0.869
H -3.787 1.879 1.443
H -2.887 0.380 1.744
H -5.016 -0.658 1.538
H -5.669 0.693 0.575
H 0.781 1.792 -0.591
H 3.256 1.696 -0.675
H 5.225 -0.855 0.748
H 5.137 -1.137 -1.006
H 6.368 0.752 -0.480
H 3.141 -2.426 0.401
H 0.665 -2.332 0.489
*
```

Atomic partial charges in e from the natural (NBO) method, atoms 1 to 8: -0.598, 0.780, -0.490, -0.018, -0.460, -0.066, -0.475, 0.784

=====

# 4
Computed, not measured: a molecular structure, C22H41CeClNOP3 at a distorted geometry, with ωB97M-V with the def2-TZVPD basis set.

LUMO level (spin up / spin down) in eV: -15.171 / -15.169
Energy relative to the best compared isomer or geometry (same formula, charge and spin) in kcal per mole: 0.0
E in eV: -80291.5465
Frontier orbital gap (spin up / spin down) in eV: 4.54 / 4.54

The geometry in ORCA input format:
```
! RIJCOSX wB97M-V def2-TZVPD def2/J DEFGRID3
* xyz 4 1
Ce -0.423 -0.548 -1.280
P 0.599 -2.948 -2.186
P 2.326 -0.239 -0.107
P -3.243 0.223 -1.434
H 1.772 3.786 -1.239
C 0.772 4.201 -1.061
C 0.186 4.202 0.158
H 0.667 3.784 1.020
C 1.379 -2.828 -3.844
C 1.716 -4.023 -1.224
C -0.954 -3.865 -2.525
C 2.799 1.271 0.803
C 2.673 -1.488 1.195
C 3.800 -0.464 -1.206
C -3.613 1.940 -0.947
C -4.453 -0.813 -0.506
C -3.974 0.198 -3.100
H 0.267 4.573 -1.951
H -0.838 4.593 0.277
H 1.728 -3.822 -4.073
H 2.214 -2.156 -3.842
H 0.676 -2.540 -4.618
H 1.955 -4.936 -1.775
H 1.235 -4.297 -0.261
H 2.664 -3.509 -0.978
H -0.746 -4.744 -3.129
H -1.661 -3.236 -3.075
H -1.436 -4.183 -1.594
H 3.877 1.438 0.710
H 2.549 1.157 1.865
H 2.262 2.140 0.412
H 3.755 -1.646 1.300
H 2.194 -2.445 0.961
H 2.261 -1.137 2.147
H 4.716 -0.546 -0.600
H 3.874 0.405 -1.880
H 3.673 -1.374 -1.817
H -4.360 2.372 -1.636
H -2.706 2.562 -1.013
H -3.986 1.975 0.069
H -5.445 -0.756 -0.975
H -4.492 -0.456 0.545
H -4.125 -1.867 -0.529
H -5.030 0.444 -3.018
H -3.877 -0.785 -3.562
H -3.459 0.921 -3.737
C 0.172 1.033 -4.472
C 0.843 0.459 -5.543
C 0.353 0.726 -6.820
C -0.706 1.596 -6.970
C -1.222 2.319 -5.887
C -0.813 2.001 -4.585
O 0.340 0.387 -3.215
H 0.700 -0.556 -3.396
H 1.729 -0.169 -5.363
H 0.789 0.226 -7.671
H -1.182 1.738 -7.948
H -1.932 3.114 -6.026
H -1.186 2.545 -3.701
Cl -2.025 1.189 4.284
C -1.548 -0.038 3.193
C -1.347 -1.358 3.615
C -0.941 -2.308 2.677
C -0.753 -1.936 1.356
N -0.947 -0.645 1.003
C -1.276 0.338 1.881
H -1.479 -1.594 4.662
H -0.730 -3.326 2.971
H -0.391 -2.627 0.573
H -1.273 1.347 1.524
*
```

Atomic partial charges in e from the Löwdin method, atoms 1 to 8: 1.007, 0.748, 0.810, 0.769, 0.049, -0.055, -0.058, 0.032

=====

Question: Number 2 is which compound?
Answer: C2H6N4S